[1]
Computed, not measured: 2 unconnected molecules or ions with the total composition C4H12N2O3, with the ωB97M-V functional and the def2-TZVPD basis.

Last columns: bonded neighbours and bond lengths (Å).
Atoms and positions in Å:
1 C 1.38 -1.73 0.04  O2 1.429, H6 1.091, H7 1.086, H8 1.092
2 O 0.82 -1.85 -1.27  C1 1.429, C3 1.329
3 C 0.56 -0.73 -1.93  O2 1.329, C4 1.506, O5 1.207
4 C -0.05 -1.01 -3.28  C3 1.506, H9 1.086, H10 1.085, H11 1.088
5 O 0.79 0.37 -1.50  C3 1.207
6 H 2.23 -1.04 0.02  C1 1.091
7 H 1.69 -2.73 0.33  C1 1.086
8 H 0.62 -1.35 0.73  C1 1.092
9 H 0.46 -0.42 -4.04  C4 1.086
10 H 0.02 -2.07 -3.51  C4 1.085
11 H -1.10 -0.71 -3.26  C4 1.088
12 N -0.38 2.05 0.71  C13 1.409, H16 1.013, H17 1.013
13 C -0.30 1.22 1.85  N12 1.409, N14 1.420, O15 1.503, H18 1.093
14 N -0.85 1.87 2.99  C13 1.420, H19 1.015, H20 1.016
15 O -0.92 -0.14 1.70  C13 1.503, H21 0.964
16 H 0.11 1.66 -0.09  N12 1.013
17 H -1.33 2.30 0.47  N12 1.013
18 H 0.74 0.95 2.05  C13 1.093
19 H -1.79 2.19 2.83  N14 1.015
20 H -0.86 1.22 3.77  N14 1.016
21 H -1.83 -0.06 1.40  O15 0.964

Summary:
SMILES: COC(C)=O.NC(N)O
HOMO: -0.340 hartree
ΔE to the lowest compared entry with this formula, charge and spin: 73.47 kJ/mol
2S+1: 1
E_tot: -13465.5397 eV
Kohn-Sham gap: 0.3684 Ha
E_LUMO: 0.028 Eh

[2]
Computed, not measured: 2 unconnected molecules or ions with the total composition C4H10N2O, with the ωB97M-V functional and the def2-TZVPD basis.

Last columns: bonded neighbours and bond lengths (Å).
Atoms and positions in Å:
1 C 2.80 0.01 -1.43  C4 1.507, H8 1.167, H9 1.184, H10 1.145
2 C 0.93 -0.87 0.02  C4 1.532, H11 1.190, H12 1.144, H13 1.047
3 C -2.82 1.01 0.89  N5 1.479, H14 1.167, H15 1.106, H16 1.146
4 C 2.03 0.19 -0.15  C1 1.507, C2 1.532, O7 1.219
5 N -2.55 -0.44 0.77  C3 1.479, N6 1.161, H17 1.203
6 N -1.78 -0.97 0.09  N5 1.161
7 O 2.15 1.11 0.64  C4 1.219
8 H 3.21 1.05 -1.76  C1 1.167
9 H 3.72 -0.73 -1.29  C1 1.184
10 H 2.15 -0.45 -2.25  C1 1.145
11 H 1.42 -1.89 0.39  C2 1.190
12 H 0.56 -0.95 -1.06  C2 1.144
13 H 0.21 -0.57 0.71  C2 1.047
14 H -3.90 1.29 0.54  C3 1.167
15 H -2.17 1.65 0.28  C3 1.106
16 H -2.70 1.44 1.94  C3 1.146
17 H -3.25 -0.88 1.65  N5 1.203

Summary:
HOMO: -0.306 hartree
ΔE to the lowest compared entry with this formula, charge and spin: 497.17 kJ/mol
2S+1: 1
E_tot: -9333.8346 eV
Kohn-Sham gap: 0.3415 Ha
E_LUMO: 0.035 Eh

[3]
Computed, not measured: C4H3N in the gas phase, with the ωB97M-V functional and the def2-TZVPD basis.

Last columns: bonded neighbours and bond lengths (Å).
Atoms and positions in Å:
1 C -0.03 1.40 0.79  C3 1.368, C4 1.351, H6 1.032
2 C 0.13 -0.17 -0.89  C3 1.380, N5 1.370, H7 1.120
3 C 0.33 1.14 -0.50  C1 1.368, C2 1.380
4 C -0.26 0.13 1.20  C1 1.351, N5 1.377
5 N -0.13 -0.87 0.26  C2 1.370, C4 1.377, H8 0.998
6 H -0.04 2.32 1.24  C1 1.032
7 H 0.41 -0.67 -1.86  C2 1.120
8 H -0.62 -1.69 0.55  N5 0.998

Summary:
HOMO (alpha / beta): -0.319 / -0.319 hartree
ΔE to the lowest compared entry with this formula, charge and spin: 397.94 kJ/mol
2S+1: 1
E_tot: -5680.3834 eV
Kohn-Sham gap (alpha / beta): 0.2582 / 0.2586 Ha
E_LUMO (alpha / beta): -0.061 / -0.060 Eh

[4]
Computed, not measured: 2 unconnected molecules or ions with the total composition C8H14NO3P, with the ωB97M-V functional and the def2-TZVPD basis.

Last columns: bonded neighbours and bond lengths (Å).
Atoms and positions in Å:
1 O 1.33 2.07 -0.51  P2 1.466
2 P 2.43 1.17 -0.16  O1 1.466, O3 1.606, C4 1.846, H10 1.379
3 O 3.21 0.50 -1.40  P2 1.606, H11 0.965
4 C 1.91 -0.26 0.89  P2 1.846, C5 1.330, H12 1.079
5 C 1.21 -1.30 0.43  C4 1.330, C6 1.487, O9 1.365
6 C 0.60 -2.42 1.18  C5 1.487, C7 1.497, H13 1.103, H14 1.189
7 C 0.19 -3.28 0.02  C6 1.497, C8 1.326, H15 1.159
8 C 0.40 -2.62 -1.11  C7 1.326, O9 1.333, H16 1.063
9 O 1.18 -1.56 -0.91  C5 1.365, C8 1.333
10 H 3.54 1.59 0.54  P2 1.379
11 H 2.43 0.19 -1.87  O3 0.965
12 H 2.03 -0.02 1.93  C4 1.079
13 H -0.15 -2.16 1.95  C6 1.103
14 H 1.44 -2.87 1.89  C6 1.189
15 H -0.32 -4.28 0.32  C7 1.159
16 H 0.25 -2.79 -2.14  C8 1.063
17 H -2.06 -0.86 0.62  N18 1.020
18 N -1.92 -0.65 -0.37  H17 1.020, C19 1.252
19 C -1.88 0.55 -0.72  N18 1.252, C20 1.470, H22 1.085
20 C -2.35 1.70 0.06  C19 1.470, C21 1.524, H23 1.147, H24 1.100
21 C -1.66 3.06 0.05  C20 1.524, H25 1.102, H26 1.160, H27 1.104
22 H -1.46 0.90 -1.66  C19 1.085
23 H -3.40 1.89 -0.37  C20 1.147
24 H -2.54 1.34 1.09  C20 1.100
25 H -0.91 3.02 0.85  C21 1.102
26 H -1.10 3.27 -0.94  C21 1.160
27 H -2.41 3.82 0.34  C21 1.104

Summary:
SMILES: O=[P@H](O)/C=C1/CC=CO1.[H]/N=C\CC
HOMO: -0.310 hartree
ΔE to the lowest compared entry with this formula, charge and spin: 137.57 kJ/mol
2S+1: 1
E_tot: -25442.8003 eV
Kohn-Sham gap: 0.3388 Ha
E_LUMO: 0.029 Eh

[5]
Computed, not measured: a gas-phase ion, C4H12N3 (charge +1), with the ωB97M-V functional and the def2-TZVPD basis.

Last columns: bonded neighbours and bond lengths (Å).
Atoms and positions in Å:
1 C -2.21 -0.16 0.00  N2 1.410, H8 1.061, H9 1.016, H10 1.090
2 N -0.81 -0.32 -0.03  C1 1.410, C3 1.446, C4 1.314
3 C -0.31 -0.31 1.33  N2 1.446, H11 1.067, H12 1.166, H13 1.088
4 C -0.06 -0.46 -1.10  N2 1.314, C5 1.558, H14 1.079
5 C 1.48 -0.24 -1.02  C4 1.558, N6 1.515, H15 1.065, H16 1.140
6 N 2.22 0.74 -0.13  C5 1.515, N7 1.459, H17 0.985
7 N 2.40 0.24 1.23  N6 1.459, H18 0.966, H19 1.027
8 H -2.67 0.01 -0.94  C1 1.061
9 H -2.84 -0.75 0.52  C1 1.016
10 H -2.33 0.82 0.46  C1 1.090
11 H 0.63 -0.76 1.57  C3 1.067
12 H -0.07 0.80 1.59  C3 1.166
13 H -1.09 -0.65 2.01  C3 1.088
14 H -0.53 -0.70 -2.04  C4 1.079
15 H 1.77 0.03 -2.01  C5 1.065
16 H 1.88 -1.24 -0.65  C5 1.140
17 H 1.63 1.51 0.02  N6 0.985
18 H 2.96 -0.55 1.28  N7 0.966
19 H 2.91 0.92 1.80  N7 1.027

Summary:
SMILES: C[N+](C)=CCNN
HOMO: -0.462 hartree
ΔE to the lowest compared entry with this formula, charge and spin: 431.87 kJ/mol
2S+1: 1
E_tot: -8803.2582 eV
Kohn-Sham gap: 0.2872 Ha
E_LUMO: -0.175 Eh
Total charge: +1

[6]
Computed, not measured: 10 unconnected molecules or ions with the total composition CH22O9, with the ωB97M-V functional and the def2-TZVPD basis.

Last columns: bonded neighbours and bond lengths (Å).
Atoms and positions in Å:
1 C -1.75 -0.22 -2.03  H2 1.084, H3 1.080, H4 1.100, H5 1.109
2 H -2.63 -0.06 -2.65  C1 1.084
3 H -1.39 -1.15 -1.62  C1 1.080
4 H -1.73 0.68 -1.40  C1 1.100
5 H -0.82 0.01 -2.59  C1 1.109
6 O -0.77 -3.22 -0.78  H7 0.965, H8 0.997
7 H -1.51 -3.83 -0.95  O6 0.965
8 H -0.26 -3.26 -1.63  O6 0.997
9 O -2.70 1.44 1.20  H10 0.968, H11 0.978
10 H -3.56 1.40 0.75  O9 0.968
11 H -2.36 0.66 0.73  O9 0.978
12 O 0.24 4.70 1.05  H13 0.965, H14 0.964
13 H 1.11 4.30 1.12  O12 0.965
14 H -0.06 4.40 0.18  O12 0.964
15 O -0.93 -1.00 0.91  H16 0.965, H17 0.983
16 H -1.24 -1.17 1.81  O15 0.965
17 H -0.98 -1.88 0.48  O15 0.983
18 O 2.69 1.48 2.70  H19 0.967, H20 0.971
19 H 2.02 0.81 2.88  O18 0.967
20 H 2.09 2.23 2.83  O18 0.971
21 O 2.37 -2.23 -1.21  H22 0.950, H23 0.966
22 H 3.05 -2.84 -0.98  O21 0.950
23 H 2.25 -1.47 -0.62  O21 0.966
24 O 0.59 -2.88 -3.08  H25 0.961, H26 0.978
25 H 0.04 -2.35 -3.66  O24 0.961
26 H 1.03 -2.34 -2.38  O24 0.978
27 O 0.09 2.35 2.14  H28 0.962, H29 0.964
28 H -0.51 3.02 2.48  O27 0.962
29 H -0.47 1.80 1.57  O27 0.964
30 O 2.03 0.07 0.49  H31 0.991, H32 0.967
31 H 2.56 0.75 1.00  O30 0.991
32 H 1.52 -0.20 1.26  O30 0.967

Summary:
SMILES: C.O.O.O.O.O.O.O.O.O
HOMO: -0.396 hartree
ΔE to the lowest compared entry with this formula, charge and spin: 21.94 kJ/mol
2S+1: 1
E_tot: -19821.4835 eV
Kohn-Sham gap: 0.4062 Ha
E_LUMO: 0.010 Eh